No. 1
Molecular formula: C20H29N3O3S
Method: DFT, wB97M-V/def2-TZVPD

Last column: natural (NBO) charge in e.
Positions of all 56 atoms, in Å:
C: -5.877 1.596 -3.811  -0.6093
C: -4.535 1.756 -3.109  -0.4127
C: -3.756 0.442 -3.017  -0.3101
C: -2.266 0.612 -2.711  -0.5078
C: -1.982 1.209 -1.343  0.7246
O: -2.419 2.306 -1.052  -0.6221
N: -1.009 0.573 -0.583  -0.4663
C: -1.214 -0.830 -0.227  -0.4145
C: -0.466 1.388 0.514  -0.0400
C: 0.986 0.999 0.819  -0.2245
N: 0.915 0.171 2.022  -0.4244
C: 1.897 -0.597 2.548  0.6449
O: 1.708 -1.277 3.548  -0.6341
C: 3.216 -0.570 1.850  -0.2728
C: 4.200 -1.343 2.300  -0.1658
C: 5.524 -1.400 1.712  0.2753
C: 6.631 -2.108 2.043  -0.3310
C: 7.595 -1.715 1.072  0.1532
C: 9.008 -2.166 0.928  -0.6414
N: 7.093 -0.847 0.240  -0.1229
O: 5.782 -0.640 0.634  -0.2881
C: -0.386 0.223 2.680  -0.1970
C: -1.162 1.238 1.864  -0.1064
C: -1.737 2.456 2.531  -0.3898
C: -2.644 1.369 2.025  -0.4160
S: -4.549 -0.637 -1.777  0.1876
C: -4.075 -2.255 -2.417  -0.7460
H: -6.406 2.548 -3.857  0.2134
H: -5.742 1.239 -4.836  0.1961
H: -6.513 0.881 -3.289  0.2153
H: -3.914 2.477 -3.648  0.2079
H: -4.668 2.174 -2.110  0.2262
H: -3.847 -0.075 -3.977  0.2129
H: -1.742 -0.334 -2.843  0.2136
H: -1.827 1.319 -3.422  0.2397
H: -1.544 -1.398 -1.092  0.2079
H: -0.273 -1.259 0.119  0.2062
H: -1.968 -0.936 0.556  0.2010
H: -0.520 2.417 0.173  0.2459
H: 1.422 0.458 -0.021  0.2142
H: 1.584 1.897 0.998  0.2054
H: 3.372 0.077 0.998  0.2182
H: 4.016 -1.974 3.161  0.2449
H: 6.745 -2.804 2.856  0.2357
H: 9.054 -3.244 0.777  0.2261
H: 9.469 -1.671 0.077  0.2381
H: 9.580 -1.930 1.826  0.2265
H: -0.847 -0.769 2.671  0.2029
H: -0.273 0.515 3.726  0.2157
H: -1.599 2.554 3.600  0.2119
H: -1.722 3.384 1.974  0.2201
H: -3.233 1.578 1.144  0.2426
H: -3.112 0.722 2.757  0.2151
H: -4.470 -3.002 -1.730  0.2350
H: -4.508 -2.421 -3.402  0.2166
H: -2.993 -2.375 -2.470  0.2024

Values from the calculation:
Relative energy (zero: lowest compared OMol25 entry of this formula, charge and spin) in kJ/mol: 265.0
Multiplicity: 1
E_tot in hartree: -1567.62565
LUMO level in eV: -0.0396
SMILES: CC[C@@H](CC(=O)N(C)[C@@H]1CN(C(=O)/C=C/c2cc(C)no2)CC12CC2)SC
Maximum force in eV Å⁻¹: 0.70



No. 2
Molecular formula: C3H12N3
Method: DFT, wB97M-V/def2-TZVPD

Last column: natural (NBO) charge in e.
Positions of all 18 atoms, in Å:
C: -1.623 -0.442 -1.197  -0.4311
N: -0.829 0.633 -0.579  -0.6769
C: -1.420 1.269 0.533  0.2488
N: -1.223 2.493 0.741  -0.6173
H: -1.037 -0.929 -1.974  0.2132
H: -1.889 -1.171 -0.430  0.2016
H: -2.550 -0.073 -1.635  0.2257
H: -0.547 1.351 -1.241  0.4154
H: -1.946 0.590 1.211  0.1600
H: -1.745 2.807 1.555  0.3661
C: 2.576 -0.586 0.383  -0.4193
N: 1.155 -1.048 0.384  -0.7093
H: 2.717 0.106 1.207  0.2382
H: 3.236 -1.438 0.514  0.2354
H: 2.775 -0.094 -0.564  0.2346
H: 0.462 -0.285 0.024  0.4598
H: 0.848 -1.341 1.311  0.4291
H: 1.038 -1.843 -0.241  0.4261

Values from the calculation:
Relative energy (zero: lowest compared OMol25 entry of this formula, charge and spin) in kJ/mol: 133.7
Net charge: +1
Multiplicity: 1
E_tot in hartree: -285.51447
LUMO level in eV: -3.3983
Maximum force in eV Å⁻¹: 0.46



No. 3
Molecular formula: C10H32FeN2O6
Method: DFT, wB97M-V/def2-TZVPD

Last column: natural (NBO) charge in e.
Positions of all 51 atoms, in Å:
Fe: -0.112 0.634 -0.291  1.9758
C: -3.172 1.204 -0.775  -0.2794
O: -1.997 0.507 -1.042  -0.7704
H: -3.497 1.944 -1.544  0.2285
H: -3.008 1.703 0.142  0.1824
H: -4.044 0.600 -0.632  0.2283
H: -2.251 0.060 -1.895  0.5408
C: -1.068 3.609 -0.982  -0.2763
O: -0.066 2.763 -0.330  -0.8066
H: -1.962 3.599 -0.377  0.2009
H: -1.283 3.229 -1.992  0.2082
H: -0.799 4.659 -1.021  0.2519
H: 0.430 3.458 0.073  0.5424
C: 1.295 1.645 -2.788  -0.2679
O: 0.625 0.602 -2.169  -0.7720
H: 1.899 2.208 -2.080  0.2038
H: 0.531 2.348 -3.136  0.1992
H: 1.845 1.270 -3.622  0.2335
H: 0.754 -0.107 -2.836  0.5536
C: -0.552 -2.721 -0.569  0.8194
O: -0.139 -1.383 -0.358  -0.8166
N: -1.776 -3.050 -0.323  -0.7734
N: 0.207 -3.710 -0.981  -0.7462
H: -2.660 -2.526 -0.147  0.4554
H: -2.087 -4.096 -0.393  0.4491
H: 1.262 -3.612 -1.115  0.4589
H: -0.197 -4.616 -1.142  0.4442
C: -2.253 -0.694 2.090  -0.6410
C: -1.072 0.146 2.436  0.0508
C: 0.187 -0.678 2.777  -0.6469
O: -0.705 0.965 1.546  -0.7300
H: -2.833 -0.788 2.971  0.2647
H: -2.028 -1.733 1.767  0.2143
H: -2.827 -0.291 1.322  0.1983
H: -1.468 0.647 3.325  0.2200
H: 0.115 -1.016 3.789  0.2683
H: 1.126 -0.139 2.832  0.2071
H: 0.332 -1.548 2.133  0.2186
H: -1.076 1.815 1.866  0.5514
C: 3.000 -1.354 1.263  -0.6340
C: 2.849 -0.131 0.398  0.0728
C: 2.935 -0.552 -1.025  -0.6324
O: 1.834 0.557 0.528  -0.7169
H: 2.848 -1.084 2.299  0.2213
H: 4.007 -1.817 1.147  0.2704
H: 2.195 -2.078 1.100  0.1979
H: 3.627 0.583 0.631  0.1878
H: 2.099 -1.237 -1.265  0.1851
H: 3.767 -1.182 -1.141  0.2567
H: 3.081 0.240 -1.739  0.2159
H: 2.082 1.147 1.274  0.5323

Values from the calculation:
Relative energy (zero: lowest compared OMol25 entry of this formula, charge and spin) in kJ/mol: 0.0
Net charge: +3
Multiplicity: 6
Expectation value of S²: 8.757
E_tot in hartree: -2223.69879
LUMO level (spin up / spin down) in eV: -8.9060 / -13.0188
Maximum force in eV Å⁻¹: 13.11



No. 4
Molecular formula: H12O6
Method: DFT, wB97M-V/def2-TZVPD

Last column: natural (NBO) charge in e.
Positions of all 18 atoms, in Å:
O: -2.476 0.475 -2.714  -0.9659
H: -2.429 1.430 -2.747  0.4505
H: -2.602 0.272 -1.787  0.4815
O: 0.044 0.579 0.505  -1.0336
H: 0.620 -0.147 0.265  0.4825
H: -0.785 0.382 0.069  0.4580
O: 2.974 -0.699 -2.073  -0.9968
H: 3.213 0.224 -1.988  0.4478
H: 2.480 -0.893 -1.276  0.4864
O: -3.422 0.990 0.093  -1.0505
H: -3.416 1.016 1.050  0.4532
H: -3.607 1.891 -0.171  0.4497
O: 2.253 -1.483 0.391  -1.3340
H: 2.684 -1.151 1.178  0.4212
H: 2.703 -2.307 0.201  0.3774
O: 0.719 0.055 3.274  -1.0431
H: 0.441 0.259 2.381  0.4874
H: 0.606 -0.893 3.350  0.4284

Values from the calculation:
Relative energy (zero: lowest compared OMol25 entry of this formula, charge and spin) in kJ/mol: 78.6
Net charge: -1
Multiplicity: 2
Expectation value of S²: 0.751
E_tot in hartree: -458.60443
LUMO level (spin up / spin down) in eV: 2.9521 / 3.0282
Maximum force in eV Å⁻¹: 1.20